[1]
{
  "formula": "C2O4S",
  "method": "ωB97M-V/def2-TZVPD",
  "lumo_energy_ev": -1.05,
  "e_above_lowest_kcal_mol": 0.00,
  "homo_energy_ev": -9.15,
  "energy_ev": -21097.5035,
  "species": ["C", "C", "O", "O", "O", "O", "S"],
  "positions_angstrom": [[1.0962, -0.8809, -0.2838], [-1.9753, 0.5130, -0.1151], [0.3525, -1.7325, -0.0274], [-1.1059, 0.9190, -0.7433], [-2.8442, 0.1165, 0.5117], [2.3435, 0.7017, 1.0453], [2.1333, 0.3631, -0.3874]]
}

[2]
{
  "formula": "C6H14N2O2",
  "method": "ωB97M-V/def2-TZVPD",
  "lumo_energy_ev": 0.59,
  "e_above_lowest_kcal_mol": 25.66,
  "homo_energy_ev": -8.95,
  "energy_ev": -13524.5116,
  "smiles": "CNC(C)=O.CNC(C)=O",
  "species": ["C", "N", "C", "C", "O", "H", "H", "H", "H", "H", "H", "H", "C", "N", "C", "C", "O", "H", "H", "H", "H", "H", "H", "H"],
  "positions_angstrom": [[-1.1918, 2.6128, -0.1546], [-2.2997, 1.9898, 0.6294], [-2.0760, 0.6560, 1.0233], [-3.3586, 0.0110, 1.5188], [-1.0034, 0.1516, 0.8324], [-1.4158, 2.3498, -1.1917], [-1.1558, 3.6955, -0.0407], [-0.2400, 2.2177, 0.1931], [-2.8424, 2.7814, 0.9373], [-3.5543, 0.3114, 2.5494], [-4.1566, 0.3076, 0.8190], [-3.3632, -1.0905, 1.4844], [2.3513, 0.7224, -0.3946], [1.4975, -0.4606, -0.4850], [2.0531, -1.6374, -0.8711], [1.1717, -2.8342, -0.8882], [3.2177, -1.6864, -1.2691], [1.9186, 1.5322, -0.9547], [2.3575, 1.0546, 0.6662], [3.3736, 0.5748, -0.7213], [0.5531, -0.3532, -0.1405], [0.1273, -2.5759, -0.7667], [1.2269, -3.3948, -1.8280], [1.4685, -3.5711, -0.1334]]
}

[3]
{
  "formula": "C4H13N3O2",
  "method": "ωB97M-V/def2-TZVPD",
  "lumo_energy_ev": 0.76,
  "e_above_lowest_kcal_mol": 73.13,
  "homo_energy_ev": -8.22,
  "energy_ev": -12921.6093,
  "species": ["C", "C", "N", "N", "O", "H", "H", "H", "H", "H", "H", "H", "H", "C", "C", "N", "O", "H", "H", "H", "H", "H"],
  "positions_angstrom": [[0.5030, 1.5772, -1.0657], [1.2568, 0.9184, -2.1963], [-1.1570, 0.6573, -0.8343], [-1.8276, 1.1640, 0.2243], [1.0590, 1.4490, 0.1874], [1.2303, 0.5049, 0.3559], [-1.0235, 1.3827, -1.6251], [0.3465, 2.6512, -1.2262], [-2.1656, 2.1229, 0.1576], [-1.3799, 0.9938, 1.1230], [1.2566, -0.1651, -2.0874], [0.8009, 1.1689, -3.1536], [2.2923, 1.2647, -2.2099], [-0.7814, -1.5819, 2.2566], [0.3168, -2.1721, 1.3940], [0.4968, -1.5460, 0.1857], [1.0333, -3.0795, 1.7637], [-0.2504, -0.9799, -0.2313], [1.1135, -2.0295, -0.4509], [-1.0208, -2.2851, 3.0503], [-0.4228, -0.6537, 2.7069], [-1.6768, -1.3621, 1.6754]]
}

[4]
{
  "formula": "C5H14N2O",
  "method": "ωB97M-V/def2-TZVPD",
  "lumo_energy_ev": 0.81,
  "e_above_lowest_kcal_mol": 70.54,
  "homo_energy_ev": -8.67,
  "energy_ev": -10437.9692,
  "smiles": "CN[C@@](N)(O)C(C)C",
  "species": ["C", "N", "C", "N", "O", "C", "C", "C", "H", "H", "H", "H", "H", "H", "H", "H", "H", "H", "H", "H", "H", "H"],
  "positions_angstrom": [[2.6566, 0.2745, 0.3357], [1.4849, -0.5747, 0.2761], [0.1363, 0.1649, -0.6151], [0.0383, 1.5357, -0.4434], [0.2402, -0.1385, -1.9741], [-0.7776, -0.6650, 0.1923], [-0.9462, -0.3079, 1.6522], [-2.3280, -0.3014, -0.5973], [2.4942, 1.0404, 1.0981], [2.8733, 0.7901, -0.6170], [3.5404, -0.3073, 0.6138], [1.6960, -1.3932, -0.2893], [0.8689, 2.0434, -0.1836], [-0.4571, 2.0035, -1.1884], [0.0664, -1.0756, -2.1195], [-0.6506, -1.7286, 0.0049], [-0.0614, -0.6089, 2.2063], [-1.0712, 0.7650, 1.7828], [-1.8388, -0.7894, 2.0475], [-2.6839, 0.6600, -0.2351], [-2.2726, -0.3051, -1.6845], [-3.0081, -1.0818, -0.2625]]
}

Please write out number 4 again, unchanged.
{
  "formula": "C5H14N2O",
  "method": "ωB97M-V/def2-TZVPD",
  "lumo_energy_ev": 0.81,
  "e_above_lowest_kcal_mol": 70.54,
  "homo_energy_ev": -8.67,
  "energy_ev": -10437.9692,
  "smiles": "CN[C@@](N)(O)C(C)C",
  "species": ["C", "N", "C", "N", "O", "C", "C", "C", "H", "H", "H", "H", "H", "H", "H", "H", "H", "H", "H", "H", "H", "H"],
  "positions_angstrom": [[2.6566, 0.2745, 0.3357], [1.4849, -0.5747, 0.2761], [0.1363, 0.1649, -0.6151], [0.0383, 1.5357, -0.4434], [0.2402, -0.1385, -1.9741], [-0.7776, -0.6650, 0.1923], [-0.9462, -0.3079, 1.6522], [-2.3280, -0.3014, -0.5973], [2.4942, 1.0404, 1.0981], [2.8733, 0.7901, -0.6170], [3.5404, -0.3073, 0.6138], [1.6960, -1.3932, -0.2893], [0.8689, 2.0434, -0.1836], [-0.4571, 2.0035, -1.1884], [0.0664, -1.0756, -2.1195], [-0.6506, -1.7286, 0.0049], [-0.0614, -0.6089, 2.2063], [-1.0712, 0.7650, 1.7828], [-1.8388, -0.7894, 2.0475], [-2.6839, 0.6600, -0.2351], [-2.2726, -0.3051, -1.6845], [-3.0081, -1.0818, -0.2625]]
}